(1)
This record from OMol25 describes one molecule with the formula C3H4N2O3 at a distorted geometry. The level of theory is ωB97M-V/def2-TZVPD.

Geometry as XYZ:
```
12
Properties=species:S:1:pos:R:3:forces:R:3:lowdin_charge:R:1
O 1.389504 -1.741689 -0.024825 -0.79 2.02 0.29 0.081
C 0.933761 -0.601535 -0.030884 0.15 -1.27 -0.84 -0.306
N 1.613400 0.599733 0.104323 1.50 -1.90 0.14 0.034
N 0.865624 1.692690 -0.042766 -2.05 0.77 -0.19 0.057
C -0.354048 1.343646 -0.139268 -2.15 -0.20 0.08 -0.039
C -0.691010 -0.179231 -0.115707 3.81 0.13 1.37 -0.465
O -1.402566 -0.650097 -1.153130 2.36 2.25 -2.67 0.118
O -1.207766 -0.774101 1.051072 0.42 0.59 0.55 0.052
H 2.612640 0.794651 0.113327 -0.41 -0.80 -0.01 0.163
H -1.152634 2.057543 -0.287337 0.21 0.28 0.01 0.116
H -2.090277 -1.156606 -0.845091 -2.47 -2.00 1.32 0.076
H -0.516630 -1.385004 1.370284 -0.59 0.12 -0.03 0.113
```
Positions in Å, forces in eV/Å.

Output
- total energy (eV) = -12296.705
- 2S+1 = 1

(2)
This record from OMol25 describes one molecule with the formula C3H4N2O3 at a distorted geometry. The level of theory is ωB97M-V/def2-TZVPD.

Geometry as XYZ:
```
12
Properties=species:S:1:pos:R:3:forces:R:3:lowdin_charge:R:1
O 1.095762 -2.199912 -0.501871 0.31 0.99 0.31 0.121
C 0.657843 -1.106170 -0.282993 -3.52 -0.72 -1.84 -0.346
C -0.774776 -0.442020 -1.052172 2.24 -1.41 -2.63 -0.054
N -0.736372 0.966459 -0.720222 0.78 -1.93 1.79 0.083
C -0.264994 0.760077 0.565356 1.17 5.42 2.04 -0.473
O -0.479595 1.506472 1.515388 0.26 -1.38 -0.55 0.092
N 0.848724 -0.120944 0.584096 -0.03 -0.19 0.40 -0.014
O 1.794523 -0.155574 1.609664 -0.98 0.54 -0.25 0.096
H -0.508551 -0.550573 -2.104396 -0.37 -0.40 -0.08 0.106
H -1.713923 -0.948447 -0.838349 0.22 -0.24 0.36 0.115
H -1.492033 1.624250 -0.868413 -0.19 -0.47 0.40 0.152
H 1.573392 0.666382 2.093912 0.10 -0.21 0.04 0.121
```
Positions in Å, forces in eV/Å.

Output
- total energy (eV) = -12296.125
- 2S+1 = 1

In the order shown, the computed frontier orbital gap values come out to 9.90; 10.74 eV.
In the order shown, the computed ΔE to the lowest compared entry with this formula, charge and spin values come out to 221.0; 277.0 kJ/mol.
In the order shown, the computed molar mass values come out to 116.076; 116.076 g mol⁻¹.